A:
A 2-piece molecular cluster, H2N2O4P overall, computed with the ωB97M-V functional and the def2-TZVPD basis.

Geometry as ORCA input:
```
! RIJCOSX wB97M-V def2-TZVPD def2/J DEFGRID3
* xyz -1 1
N 1.27 -0.42 -0.32
N -1.29 -0.68 0.17
O -0.43 0.96 -1.78
O -0.91 -1.48 1.01
O -2.45 -0.50 -0.17
O 0.52 1.96 1.53
P -0.13 0.51 -0.42
H 2.00 0.18 -0.69
H 1.42 -0.53 0.68
*
```

Output
HOMO (alpha / beta) in Ha: -0.169 / -0.144
Kohn-Sham gap (alpha / beta) in eV: 7.5 / 7.5



B:
An isolated ion of composition H2N2O4P and charge -1, computed with the ωB97M-V functional and the def2-TZVPD basis.

Geometry as ORCA input:
```
! RIJCOSX wB97M-V def2-TZVPD def2/J DEFGRID3
* xyz -1 1
N -1.08 1.01 0.12
P 0.30 0.52 -0.61
O 0.30 0.19 -2.03
O 1.47 1.43 0.07
N 0.46 -1.16 0.25
O -0.52 -1.49 0.95
O 1.35 -1.92 -0.02
H -0.64 1.27 1.03
H -1.65 0.15 0.24
*
```

Output
HOMO in Ha: -0.200
Kohn-Sham gap in eV: 9.7
SMILES: N[P@@](=O)([O-])[N+](=O)[O-]



C:
A 2-piece molecular cluster, H2N2O4P overall, computed with the ωB97M-V functional and the def2-TZVPD basis.

Geometry as ORCA input:
```
! RIJCOSX wB97M-V def2-TZVPD def2/J DEFGRID3
* xyz -1 1
N -0.06 0.46 -0.09
N 1.39 -1.96 -0.91
O 1.80 -2.91 -1.58
O -0.47 0.80 -2.78
O 1.44 -2.01 0.29
O 1.84 1.36 -1.73
P 0.54 0.71 -1.63
H -0.61 -0.38 -0.16
H 0.76 0.19 0.39
*
```

Output
HOMO in Ha: -0.156
Kohn-Sham gap in eV: 8.0



Stability ranking, top and bottom: B is the most stable and A is the least stable.



A:
C24H21N4O2Pt as an isolated structure, computed with the ωB97M-V functional and the def2-TZVPD basis.

Geometry as ORCA input:
```
! RIJCOSX wB97M-V def2-TZVPD def2/J DEFGRID3
* xyz -1 1
Pt 0.18 1.05 0.01
O 2.43 4.46 -0.06
C 1.93 3.34 -0.01
N 0.65 2.98 -0.02
C -0.42 3.94 -0.09
C -0.28 5.34 -0.13
C -1.40 6.17 -0.16
C -2.66 5.60 -0.15
C -2.80 4.20 -0.11
C -1.67 3.36 -0.09
N -1.67 1.87 -0.05
C -2.88 1.23 -0.13
O -3.95 1.80 -0.30
C -3.08 -0.31 0.02
C -4.40 -0.75 -0.06
C -4.67 -2.10 0.08
C -3.61 -2.98 0.29
C -2.34 -2.45 0.37
N -2.09 -1.14 0.24
C 2.88 2.18 0.14
C 4.23 2.41 0.16
C 5.08 1.33 0.33
C 4.54 0.06 0.48
C 3.16 -0.08 0.45
N 2.34 0.97 0.28
H 0.71 5.76 -0.13
H -1.27 7.25 -0.20
H -3.56 6.22 -0.16
H -3.78 3.77 -0.11
H -5.17 -0.02 -0.24
H -5.69 -2.46 0.01
H -3.77 -4.05 0.41
H -1.46 -3.07 0.53
H 4.57 3.43 0.04
H 6.16 1.48 0.35
H 5.17 -0.81 0.62
H 2.67 -1.04 0.56
C 0.47 -4.25 -1.52
C 1.03 -3.71 -0.19
C 2.53 -4.00 -0.14
C 0.34 -4.45 0.97
C 0.78 -2.23 -0.09
C 0.56 -1.02 -0.06
H 0.65 -5.33 -1.61
H 0.93 -3.74 -2.36
H -0.61 -4.07 -1.58
H 2.72 -5.08 -0.14
H 2.98 -3.58 0.77
H 3.04 -3.56 -1.00
H 0.57 -5.52 0.93
H -0.74 -4.33 0.92
H 0.68 -4.06 1.93
*
```

Output
HOMO in Ha: -0.156
Kohn-Sham gap in eV: 6.9



B:
C24H21N4O2Pt as an isolated structure, computed with the ωB97M-V functional and the def2-TZVPD basis.

Geometry as ORCA input:
```
! RIJCOSX wB97M-V def2-TZVPD def2/J DEFGRID3
* xyz -1 1
Pt 0.82 -1.11 0.04
O -0.41 -1.87 -3.80
C -0.16 -1.82 -2.59
N 0.78 -1.13 -1.95
C 1.75 -0.26 -2.51
C 1.86 0.01 -3.87
C 2.86 0.87 -4.32
C 3.75 1.45 -3.42
C 3.64 1.18 -2.06
C 2.65 0.33 -1.59
N 2.46 -0.02 -0.24
C 3.18 0.37 0.81
O 4.16 1.13 0.85
C 2.61 -0.21 2.08
C 3.16 0.14 3.30
C 2.63 -0.39 4.46
C 1.55 -1.26 4.36
C 1.05 -1.55 3.11
N 1.56 -1.05 1.99
C -1.00 -2.59 -1.60
C -2.10 -3.31 -2.05
C -2.88 -4.00 -1.15
C -2.53 -3.95 0.20
C -1.43 -3.20 0.58
N -0.67 -2.54 -0.30
H 1.17 -0.45 -4.55
H 2.94 1.08 -5.37
H 4.52 2.11 -3.77
H 4.32 1.61 -1.34
H 3.99 0.83 3.29
H 3.04 -0.12 5.43
H 1.09 -1.70 5.24
H 0.19 -2.20 2.99
H -2.30 -3.29 -3.12
H -3.74 -4.57 -1.47
H -3.10 -4.47 0.95
H -1.15 -3.12 1.61
C -1.82 3.76 0.95
C -2.54 2.44 0.65
C -3.27 2.56 -0.70
C -3.58 2.18 1.75
C -1.56 1.33 0.59
C -0.74 0.43 0.50
H -2.54 4.59 0.99
H -1.08 3.97 0.17
H -1.30 3.70 1.90
H -3.99 3.38 -0.67
H -3.80 1.64 -0.93
H -2.56 2.75 -1.50
H -4.30 3.00 1.80
H -3.08 2.09 2.72
H -4.11 1.24 1.56
*
```

Output
HOMO in Ha: -0.104
Kohn-Sham gap in eV: 5.4



Stability ranking, top and bottom: A is the most stable and B is the least stable.



A:
A 2-piece molecular cluster, C3H10OS2 overall, computed with the ωB97M-V functional and the def2-TZVPD basis.

Geometry as ORCA input:
```
! RIJCOSX wB97M-V def2-TZVPD def2/J DEFGRID3
* xyz 0 1
C 1.49 -0.66 0.63
C 2.53 -0.67 -0.49
O 3.68 -1.46 -0.29
H 0.80 -1.51 0.58
H 0.74 0.15 0.37
H 1.83 -0.37 1.62
H 1.98 -1.04 -1.36
H 2.76 0.38 -0.73
H 4.48 -0.93 -0.34
C -3.38 0.22 0.74
S -2.11 1.49 0.64
S -1.85 1.82 -1.37
H -3.58 0.15 1.81
H -4.15 0.38 0.00
H -2.83 -0.67 0.41
H -2.37 2.74 -2.24
*
```

Output
HOMO in Ha: -0.334
Kohn-Sham gap in eV: 9.0
SMILES: CCO.CSS



B:
A 2-piece molecular cluster, C3H10OS2 overall, computed with the ωB97M-V functional and the def2-TZVPD basis.

Geometry as ORCA input:
```
! RIJCOSX wB97M-V def2-TZVPD def2/J DEFGRID3
* xyz 0 1
C -1.79 0.67 2.00
C -0.75 -0.19 1.24
S 0.26 1.07 0.47
S -0.35 0.19 -1.79
C 0.48 -1.35 -1.32
H -2.64 -0.01 2.31
H -2.26 1.47 1.39
H -1.41 1.15 2.92
H -0.25 -0.98 1.79
H -1.38 -0.52 0.43
H 1.48 -1.06 -1.02
H -0.13 -1.90 -0.60
H 0.39 -1.92 -2.28
O 3.21 1.16 -1.86
H 2.59 0.70 -2.45
H 2.55 1.49 -1.23
*
```

Output
HOMO in Ha: -0.334
Kohn-Sham gap in eV: 7.8
SMILES: CCSSC.O



C:
A 2-piece molecular cluster, C3H10OS2 overall, computed with the ωB97M-V functional and the def2-TZVPD basis.

Geometry as ORCA input:
```
! RIJCOSX wB97M-V def2-TZVPD def2/J DEFGRID3
* xyz 0 1
C -1.63 -1.66 -1.97
C -0.34 -0.97 -1.85
C -0.54 0.23 -0.95
S 1.02 1.21 -0.88
S 1.02 2.05 1.18
H -1.57 -2.64 -2.46
H -1.77 -1.89 -0.89
H -2.41 -0.99 -2.33
H -0.04 -0.82 -2.93
H 0.45 -1.57 -1.35
H -0.79 -0.10 0.21
H -1.37 0.79 -1.29
H 0.56 3.09 0.52
O 2.26 0.68 4.89
H 2.01 1.51 5.44
H 3.13 1.07 4.66
*
```

Output
HOMO in Ha: -0.330
Kohn-Sham gap in eV: 9.0
SMILES: CCCSS.O



Stability ranking, top and bottom: C is the most stable and A is the least stable.



A:
An isolated ion of composition C2H5N2O2S and charge +1, computed with the ωB97M-V functional and the def2-TZVPD basis.

Geometry as ORCA input:
```
! RIJCOSX wB97M-V def2-TZVPD def2/J DEFGRID3
* xyz 1 1
O 0.33 1.70 -1.98
N 1.38 1.07 -1.64
C 1.25 -0.12 -1.12
N -0.01 -0.38 -0.75
C -0.54 -1.31 0.03
O -1.86 -1.44 0.14
S -2.92 -1.34 1.40
H 2.23 1.55 -2.05
H 2.21 -0.68 -0.77
H -0.67 0.39 -1.27
H 0.24 -1.77 0.73
H -4.06 -1.01 0.55
*
```

Output
HOMO (alpha / beta) in Ha: -0.495 / -0.495
Kohn-Sham gap (alpha / beta) in eV: 7.7 / 7.7
SMILES: [O-]/[NH+]=C\[NH+]=C\OS



B:
An isolated ion of composition C2H5N2O2S and charge +1, computed with the ωB97M-V functional and the def2-TZVPD basis.

Geometry as ORCA input:
```
! RIJCOSX wB97M-V def2-TZVPD def2/J DEFGRID3
* xyz 1 1
C 0.46 -0.66 0.20
C 0.40 0.67 -0.09
N -0.66 -1.42 0.31
N 1.69 1.36 -0.22
O -1.93 -0.98 0.18
O -0.61 -2.59 0.56
S -2.75 0.44 -0.23
H 1.36 -1.26 0.35
H 1.65 1.90 -1.10
H 2.54 0.77 -0.21
H 1.73 2.05 0.54
H -3.89 -0.28 -0.28
*
```

Output
HOMO (alpha / beta) in Ha: -0.500 / -0.500
Kohn-Sham gap (alpha / beta) in eV: 7.8 / 7.8



Stability ranking, top and bottom: A is the most stable and B is the least stable.